C19H27ClIN3O2RhS as an isolated structure. Source: OMol25; level of theory: ωB97M-V/def2-TZVPD.

molar mass = 626.77 g mol⁻¹
energy relative to the best compared isomer or geometry (same formula, charge and spin) = 0.0 kcal per mole
spin multiplicity = 5
lowest unoccupied orbital energy (spin up / spin down) = -0.13004 / -0.20922 Eh
total energy = -2321.31065 Ha
E_HOMO (spin up / spin down) = -10.5 / -10.8 eV
total charge = +1

```
55
Properties=species:S:1:pos:R:3:forces:R:3
Rh 0.36108 -0.28256 -0.19014 -0.090 -0.573 -1.210
C -0.64951 -3.13518 -0.96988 0.124 0.000 0.195
C -0.12365 -3.40858 0.44148 -0.063 0.088 -0.268
N 0.11141 -2.14714 1.16490 -0.059 0.153 0.124
C 1.26935 -2.16950 2.06743 0.010 -0.097 -0.040
C 2.60940 -2.30821 1.32914 -0.050 0.191 -0.134
S 2.72708 -1.47873 -0.29997 0.226 -0.284 0.064
C 2.53298 -2.88649 -1.45650 -0.059 0.280 0.042
C 1.34293 -2.67072 -2.39185 0.017 0.037 0.195
N 0.17011 -2.16147 -1.68954 -0.152 -0.211 -0.281
H -1.64954 -2.70581 -0.88783 -0.009 -0.001 -0.071
H -0.72248 -4.08553 -1.51186 -0.066 0.004 0.003
H 0.81206 -3.96157 0.39952 0.008 -0.018 0.026
H -0.84368 -4.03868 0.96874 0.055 -0.028 0.051
H -0.71739 -1.89892 1.69106 0.002 -0.060 0.100
H 1.19104 -2.99146 2.78871 0.049 0.033 0.033
H 1.26745 -1.23355 2.62421 -0.049 -0.006 0.014
H 2.88122 -3.34866 1.16672 0.028 -0.017 0.027
H 3.39180 -1.85721 1.93717 0.002 -0.078 0.054
H 2.43948 -3.80333 -0.88021 0.021 0.003 0.034
H 3.45657 -2.94886 -2.02887 -0.022 -0.063 -0.034
H 1.12046 -3.60988 -2.91211 0.061 0.006 -0.041
H 1.61632 -1.92855 -3.14257 -0.029 -0.004 -0.020
H -0.43023 -1.65072 -2.33016 -0.029 0.142 0.147
Cl -0.37383 5.03848 4.44932 0.067 -0.117 -0.057
C 0.24207 3.74170 3.51895 -0.007 0.192 0.122
C 1.60524 3.49635 3.52861 0.138 -0.032 -0.043
C 2.14260 2.48561 2.75256 0.760 -0.007 0.128
I 4.18074 2.05389 2.78149 -0.419 0.174 0.013
C 1.32491 1.68376 1.90325 0.119 -0.371 -0.328
O 1.78167 0.81308 1.12389 -0.034 0.515 0.705
C -0.10945 1.90111 1.97716 -0.561 0.153 0.140
N -0.86339 1.05897 1.25407 0.125 0.190 -0.007
C -2.17164 1.22440 1.23075 -0.134 0.008 0.016
C -2.80601 2.25017 1.94010 0.009 -0.017 0.058
C -2.05312 3.09930 2.71175 0.077 0.067 0.051
C -0.65675 2.93493 2.75396 -0.111 -0.263 -0.248
H 2.25587 4.10926 4.13669 -0.054 0.017 0.030
H -2.73097 0.53455 0.60995 0.069 0.014 -0.070
H -3.87921 2.36177 1.87863 0.004 -0.020 0.003
H -2.51560 3.89122 3.28462 -0.020 -0.001 -0.019
C -0.91831 2.45693 -1.79128 -0.055 -0.298 0.011
C -1.36648 1.11652 -2.39634 0.257 0.188 -0.462
C -0.47030 0.81705 -3.61797 -0.176 0.050 0.312
C -2.82161 1.23528 -2.86187 0.192 -0.013 0.104
O -1.26867 0.05954 -1.48500 -0.247 -0.036 0.617
H -0.87724 3.23166 -2.55742 -0.001 0.053 0.054
H 0.08175 2.34850 -1.35566 0.036 0.067 -0.006
H -1.61140 2.77333 -1.00964 0.027 0.053 0.034
H -0.49438 1.62921 -4.34660 0.048 -0.055 -0.026
H -0.81016 -0.09911 -4.10657 0.027 -0.008 -0.033
H 0.55966 0.67782 -3.27463 0.044 0.021 -0.085
H -2.92021 2.01851 -3.61580 -0.067 -0.015 -0.003
H -3.46791 1.47960 -2.01623 -0.015 -0.008 -0.009
H -3.15211 0.28791 -3.28832 -0.022 0.004 -0.012
```
Forces are in eV/Å.

These are the natural (NBO) partial charges, in e, on atoms 1 to 6: number 1, Rh, carries 1.169; number 2, C, carries -0.236; number 3, C, carries -0.240; number 4, N, carries -0.641; number 5, C, carries -0.234; number 6, C, carries -0.537


C10H9Cl2NOTc as an isolated structure. Source: OMol25; level of theory: ωB97M-V/def2-TZVPD.

molar mass = 328.09 g mol⁻¹
spin multiplicity = 4
lowest unoccupied orbital energy (spin up / spin down) = -0.31039 / -0.44562 Eh
total energy = -1516.79331 Ha
E_HOMO (spin up / spin down) = -15.6 / -15.6 eV
total charge = +2

```
24
Properties=species:S:1:pos:R:3:forces:R:3
Tc -0.04981 0.16162 -2.28282 0.031 -0.400 1.217
C -0.33209 0.09654 -4.27041 -1.539 -0.095 0.360
H 0.76712 0.11409 -4.11196 0.547 0.030 -1.457
H -0.82447 -0.84216 -4.59241 0.783 0.389 -0.157
H -0.83543 0.97309 -4.72980 0.801 -0.411 0.011
H -1.66074 0.46724 -2.59780 -0.691 -0.240 0.218
H -1.51940 0.72162 -1.75343 -0.842 0.594 -0.623
Cl -0.24140 -4.06396 0.32130 0.250 0.755 0.658
C -0.00412 -2.51340 0.97869 -0.822 0.415 -4.177
C 0.30158 -2.32303 2.33033 0.306 0.484 1.898
C 0.49595 -1.03534 2.84752 0.042 0.700 0.449
Cl 0.93700 -0.88758 4.48664 -0.023 -0.098 0.050
C 0.34483 0.13181 2.05572 -0.202 -2.096 -0.087
C 0.51943 1.45381 2.47919 -0.028 1.061 -0.541
C 0.40033 2.46261 1.54398 0.226 0.030 1.361
C 0.15377 2.19379 0.20325 -0.368 -1.469 -0.721
N 0.00028 0.92554 -0.20671 0.681 0.997 -0.475
C 0.04265 -0.08773 0.67215 0.300 -1.279 0.035
C -0.07936 -1.39274 0.09223 0.532 0.014 1.129
O -0.14052 -1.46658 -1.23117 -0.168 -0.043 0.254
H 0.39429 -3.19424 2.97812 0.005 0.207 -0.050
H 0.75298 1.65248 3.51248 -0.015 0.176 0.116
H 0.51283 3.48485 1.83801 0.081 0.410 0.194
H 0.06431 2.96766 -0.56308 0.113 -0.131 0.338
```
Forces are in eV/Å.

These are the natural (NBO) partial charges, in e, on atoms 1 to 6: number 1, Tc, carries 1.014; number 2, C, carries -0.764; number 3, H, carries 0.199; number 4, H, carries 0.298; number 5, H, carries 0.283; number 6, H, carries 0.145


> The highest molar mass belongs to which entry?

C19H27ClIN3O2RhS


> Which formula does entry 2 have?

C10H9Cl2NOTc


> The lowest molar mass belongs to which entry?

C10H9Cl2NOTc